The following is a quantum chemistry calculation of a molecular structure, C20H14Cl2N3STl, from the Open Molecules 2025 dataset.

CARTESIAN COORDINATES (ANGSTROEM)
Tl1 -0.3991 -0.7495 -3.2641
Cl1 -1.2881 -4.0844 -4.2697
C1 0.3180 -3.9479 -5.0039
Cl2 1.4848 -3.1340 -3.9303
H1 0.2224 -3.3614 -5.9098
H2 0.6920 -4.9426 -5.2072
S1 3.0895 3.7216 1.2746
C2 2.3351 2.5737 0.1225
C3 2.5974 2.6576 -1.2372
C4 1.9964 1.7389 -2.0809
N1 1.1820 0.7770 -1.6491
C5 0.9343 0.7019 -0.3405
C6 1.4850 1.5794 0.5815
C7 1.8527 5.0151 1.1355
C8 0.7792 5.0443 2.0115
C9 -0.1574 6.0582 1.8576
N2 -0.0718 6.9957 0.9204
C10 0.9704 6.9623 0.0975
C11 1.9652 5.9959 0.1631
H3 3.2558 3.4212 -1.6270
H4 2.1745 1.7718 -3.1502
H5 0.2731 -0.1016 -0.0371
H6 1.2599 1.4891 1.6348
H7 0.6841 4.3099 2.7990
H8 -1.0136 6.1263 2.5197
H9 1.0131 7.7528 -0.6439
H10 2.8108 6.0184 -0.5100
N3 -3.3954 -6.7338 4.6001
C12 -3.0788 -6.0171 3.7580
C13 -2.6558 -5.1406 2.7127
C14 -2.6287 -5.5937 1.3924
C15 -2.1592 -4.7696 0.3901
C16 -1.7081 -3.4763 0.6815
C17 -1.7610 -3.0269 2.0056
C18 -2.2294 -3.8457 3.0125
C19 -1.2164 -2.6359 -0.3615
C20 -0.8044 -1.9155 -1.2553
H11 -2.9802 -6.5923 1.1702
H12 -2.1304 -5.1179 -0.6333
H13 -1.4244 -2.0248 2.2343
H14 -2.2732 -3.4995 4.0362

Forces on atoms 1 to 6 (eV/Å):
-0.233 0.208 0.044
0.159 -0.013 -0.032
-0.111 0.093 0.085
0.074 -0.331 -0.118
0.051 0.023 0.019
0.025 -0.010 0.020

The total charge is 0. For the HOMO energy, the calculation gives -8.31 eV. The value obtained for the largest force on an atom is 0.4 eV/A.

natural (NBO) population analysis, charges in e, atoms 1 to 2:
1. Tl 0.640
2. Cl 0.001